ORCA calculation (ωB97M-V with the def2-TZVPD basis set) on a cluster of 15 separate species, C66H171N9O21 in total.

Geometry as ORCA input:
```
! wB97M-V def2-TZVPD RIJCOSX def2/J DEFGRID3
* xyz 1 2
C -3.152 -6.514 4.670
C -2.633 -7.926 4.862
C -3.875 -8.843 5.020
O -1.932 -8.230 3.675
H -3.567 -6.348 3.676
H -2.307 -5.853 4.866
H -3.964 -6.341 5.376
H -1.922 -8.076 5.673
H -3.617 -9.886 4.837
H -4.545 -8.678 4.176
H -4.459 -8.654 5.921
H -1.646 -9.146 3.677
C -0.948 -5.536 -1.542
C -0.051 -4.785 -2.500
C -0.809 -4.102 -3.601
O 0.569 -3.742 -1.793
H -1.283 -6.408 -2.103
H -1.776 -4.976 -1.108
H -0.393 -5.889 -0.673
H 0.749 -5.423 -2.876
H -1.776 -3.753 -3.241
H -1.084 -4.814 -4.379
H -0.258 -3.324 -4.130
H -0.125 -3.318 -1.282
C -6.313 -3.583 2.726
C -6.608 -2.145 2.209
C -8.016 -2.103 1.611
O -6.566 -1.248 3.276
H -5.262 -3.773 2.946
H -6.466 -4.243 1.872
H -6.920 -3.917 3.567
H -5.879 -1.937 1.426
H -8.335 -1.092 1.358
H -8.721 -2.561 2.304
H -8.063 -2.626 0.655
H -6.971 -0.437 2.961
C -6.761 -3.286 -3.444
C -5.742 -4.113 -2.628
C -6.206 -3.934 -1.144
O -5.952 -5.488 -2.900
H -6.672 -2.221 -3.231
H -7.811 -3.535 -3.291
H -6.495 -3.359 -4.499
H -4.721 -3.740 -2.712
H -6.409 -2.910 -0.831
H -5.465 -4.367 -0.471
H -7.165 -4.416 -0.956
H -5.313 -5.699 -3.584
C 6.397 3.977 1.008
C 5.241 3.526 0.064
C 3.858 3.478 0.711
O 5.342 4.441 -0.977
H 6.502 3.233 1.798
H 6.052 4.883 1.508
H 7.379 4.140 0.566
H 5.539 2.571 -0.369
H 3.678 2.651 1.399
H 3.175 3.387 -0.134
H 3.698 4.401 1.268
H 5.725 5.235 -0.597
C 5.752 -0.015 -0.443
C 5.758 -1.556 -0.361
C 7.157 -2.163 -0.256
O 5.063 -1.959 0.857
H 6.145 0.314 -1.404
H 6.351 0.459 0.335
H 4.743 0.393 -0.375
H 5.249 -2.065 -1.180
H 7.564 -2.294 -1.258
H 7.089 -3.170 0.156
H 7.916 -1.639 0.325
H 4.241 -2.365 0.572
C -1.134 3.498 0.226
O -0.543 4.686 -0.266
C 0.334 4.433 -1.335
C 1.311 5.609 -1.594
N 0.589 6.839 -1.973
C 1.631 7.906 -2.205
C 0.863 9.236 -2.421
O 0.334 9.642 -1.150
C -0.256 10.901 -1.325
H -1.827 3.132 -0.530
H -1.620 3.875 1.126
H -0.434 2.728 0.551
H -0.260 4.156 -2.206
H 0.965 3.564 -1.148
H 1.995 5.282 -2.376
H 2.005 5.683 -0.756
H -0.055 7.151 -1.260
H 2.099 7.548 -3.122
H 2.350 7.919 -1.386
H 0.044 9.125 -3.132
H 1.473 10.006 -2.895
H 0.459 11.665 -1.631
H -0.567 11.288 -0.355
H -1.095 10.934 -2.019
C 3.979 0.179 -3.576
O 4.296 0.150 -4.934
C 3.498 1.027 -5.639
C 3.838 1.135 -7.135
N 5.018 1.995 -7.304
C 5.255 2.395 -8.721
C 5.535 1.159 -9.610
O 6.060 1.608 -10.867
C 6.066 0.574 -11.854
H 2.959 0.455 -3.307
H 4.491 0.978 -3.040
H 4.279 -0.729 -3.053
H 3.491 2.050 -5.260
H 2.504 0.590 -5.539
H 3.031 1.645 -7.662
H 3.991 0.120 -7.501
H 5.812 1.451 -6.996
H 6.050 3.101 -8.961
H 4.404 2.891 -9.188
H 4.623 0.603 -9.824
H 6.315 0.583 -9.113
H 6.702 -0.257 -11.550
H 6.337 0.843 -12.875
H 5.058 0.161 -11.873
C 0.996 0.479 13.133
O 1.386 -0.162 11.961
C 2.681 0.050 11.574
C 3.000 -0.822 10.327
N 2.087 -0.475 9.215
C 2.265 -1.405 8.078
C 1.568 -0.825 6.804
O 0.141 -1.051 6.972
C -0.658 -0.648 5.858
H -0.072 0.341 13.305
H 1.043 1.564 13.035
H 1.586 0.174 13.996
H 3.364 -0.359 12.319
H 2.837 1.079 11.249
H 2.863 -1.871 10.589
H 4.038 -0.740 10.007
H 1.186 -0.615 9.651
H 1.794 -2.347 8.357
H 3.327 -1.598 7.924
H 1.981 -1.274 5.901
H 1.810 0.230 6.673
H -0.809 0.426 5.970
H -1.574 -1.212 6.037
H -0.242 -0.854 4.872
C 2.667 5.083 -9.251
O 2.290 3.733 -9.376
C 1.581 3.308 -10.556
C 1.548 1.811 -10.623
N 0.830 1.270 -9.458
C 0.967 -0.192 -9.492
C 0.186 -0.856 -8.331
O 0.526 -0.295 -7.109
C -0.384 -0.552 -6.093
H 3.460 5.400 -9.928
H 3.078 5.184 -8.246
H 1.792 5.701 -9.450
H 2.137 3.612 -11.443
H 0.572 3.718 -10.587
H 2.601 1.527 -10.638
H 1.129 1.393 -11.538
H 1.293 1.674 -8.656
H 1.978 -0.596 -9.538
H 0.450 -0.590 -10.365
H 0.302 -1.938 -8.383
H -0.862 -0.670 -8.567
H -1.372 -0.159 -6.331
H -0.161 -0.136 -5.111
H -0.372 -1.625 -5.903
C -1.885 -3.069 3.275
O -2.226 -2.379 2.114
C -2.609 -3.266 1.041
C -2.743 -2.451 -0.226
N -1.400 -1.892 -0.573
C -1.528 -0.888 -1.600
C -0.202 -0.190 -1.922
O 0.450 0.094 -0.687
C 1.839 0.346 -0.870
H -2.515 -3.877 3.646
H -1.805 -2.358 4.097
H -0.894 -3.523 3.271
H -3.566 -3.717 1.302
H -1.815 -3.996 0.882
H -3.513 -1.680 -0.189
H -3.117 -3.106 -1.014
H -0.937 -1.513 0.241
H -2.254 -0.193 -1.179
H -1.986 -1.246 -2.522
H -0.435 0.679 -2.537
H 0.407 -0.778 -2.609
H 2.296 0.444 0.114
H 1.971 1.248 -1.467
H 2.365 -0.483 -1.343
C -1.778 1.001 2.589
O -2.692 1.428 3.553
C -3.884 0.642 3.596
C -4.760 1.113 4.729
N -5.379 2.401 4.533
C -6.337 2.690 5.616
C -6.487 4.161 5.799
O -5.225 4.701 6.186
C -4.962 6.052 6.016
H -2.134 1.229 1.584
H -1.497 -0.045 2.707
H -0.804 1.446 2.794
H -3.710 -0.418 3.780
H -4.437 0.631 2.656
H -4.205 1.043 5.665
H -5.532 0.346 4.793
H -4.613 3.048 4.655
H -5.956 2.265 6.545
H -7.308 2.275 5.346
H -7.243 4.380 6.553
H -6.826 4.658 4.889
H -5.020 6.295 4.955
H -3.972 6.303 6.396
H -5.770 6.589 6.512
C -5.938 0.413 -1.098
C -5.017 1.617 -0.901
C -4.445 2.273 -2.175
O -3.614 1.303 -2.833
C -2.935 1.814 -3.992
N -5.732 2.613 -0.128
H -6.916 0.823 -1.350
H -6.156 0.111 -0.074
H -5.577 -0.417 -1.706
H -4.217 1.275 -0.245
H -3.875 3.137 -1.834
H -5.094 2.723 -2.926
H -2.330 1.014 -4.419
H -2.291 2.631 -3.665
H -3.672 2.266 -4.656
H -5.060 3.271 0.240
H -6.395 3.114 -0.703
C 1.741 -2.230 1.833
C 2.385 -3.586 1.428
C 1.477 -4.804 1.625
O 1.147 -5.038 3.022
C 0.341 -6.178 3.289
N 2.848 -3.517 0.098
H 0.829 -2.096 1.251
H 2.400 -1.374 1.688
H 1.414 -2.237 2.872
H 3.178 -3.709 2.166
H 1.993 -5.675 1.222
H 0.603 -4.650 0.992
H -0.652 -6.102 2.846
H 0.087 -6.245 4.347
H 0.862 -7.086 2.985
H 3.179 -4.454 -0.080
H 2.046 -3.515 -0.515
C 5.310 -1.012 5.497
C 4.878 -0.869 4.078
C 4.236 0.435 3.675
O 2.991 0.389 4.324
C 2.069 1.335 3.865
N 6.078 -1.002 3.288
H 5.987 -0.230 5.841
H 5.761 -1.987 5.684
H 4.441 -0.897 6.145
H 4.137 -1.643 3.877
H 4.209 0.378 2.587
H 4.856 1.264 4.017
H 1.189 1.521 4.479
H 1.841 1.025 2.845
H 2.579 2.298 3.864
H 6.592 -1.861 3.427
H 5.801 -1.032 2.317
*
```

Properties
- Expectation value of S²: 0.754
- Frontier orbital gap (spin up / spin down): 7.77 / 2.06 eV
- HOMO level (spin up / spin down): -9.717 / -9.717 eV

***

ORCA calculation (ωB97M-V with the def2-TZVPD basis set) on a structure of composition C21H48P2RhSSi4Te.

Geometry as ORCA input:
```
! wB97M-V def2-TZVPD RIJCOSX def2/J DEFGRID3
* xyz 1 1
Rh 0.031 -2.610 -0.582
C 3.137 -3.690 -1.407
P 2.222 -2.679 -0.229
C 3.167 -1.147 -0.089
C 2.463 -3.441 1.420
C 1.427 -2.800 2.342
P -0.192 -3.010 1.521
C -1.371 -1.966 2.388
C -0.664 -4.709 1.924
H 4.170 -3.765 -1.061
H 3.121 -3.233 -2.396
H 2.699 -4.685 -1.479
H 4.190 -1.345 0.239
H 2.662 -0.507 0.631
H 3.187 -0.627 -1.047
H 3.490 -3.294 1.756
H 2.295 -4.517 1.341
H 1.622 -1.732 2.467
H 1.396 -3.244 3.339
H -1.369 -2.259 3.441
H -2.370 -2.107 1.976
H -1.096 -0.916 2.294
H -0.598 -4.880 3.001
H -0.023 -5.410 1.393
H -1.687 -4.879 1.589
C 1.095 1.320 2.556
Si 1.693 2.542 1.263
C 3.532 2.330 0.962
C 1.419 4.300 1.845
Si 0.441 2.255 -0.706
Te -0.189 -0.165 -1.207
Si -1.809 2.931 -0.429
C -2.857 2.319 -1.852
C -2.455 2.233 1.185
C -1.808 4.803 -0.385
Si 1.515 2.995 -2.652
C 0.359 2.798 -4.109
C 1.982 4.794 -2.419
C 3.045 1.944 -2.915
H 1.708 1.386 3.459
H 1.161 0.300 2.167
H 0.056 1.504 2.834
H 4.063 2.433 1.913
H 3.905 3.109 0.293
H 3.805 1.374 0.527
H 2.018 4.506 2.736
H 0.372 4.481 2.100
H 1.705 5.023 1.078
H -2.818 1.234 -1.965
H -2.551 2.762 -2.801
H -3.900 2.595 -1.673
H -2.293 1.154 1.245
H -3.529 2.420 1.265
H -1.972 2.700 2.047
H -1.464 5.225 -1.332
H -1.171 5.196 0.409
H -2.824 5.166 -0.211
H -0.485 3.487 -4.045
H -0.036 1.782 -4.174
H 0.892 3.012 -5.039
H 1.112 5.412 -2.189
H 2.433 5.185 -3.335
H 2.708 4.922 -1.613
H 2.767 0.896 -3.055
H 3.741 2.010 -2.077
H 3.569 2.271 -3.816
S -1.427 -4.161 -1.340
C -3.014 -3.923 -0.579
C -3.454 -2.675 -0.136
C -4.716 -2.539 0.422
C -5.552 -3.641 0.535
C -5.122 -4.882 0.085
C -3.859 -5.027 -0.466
H -2.811 -1.810 -0.248
H -5.052 -1.566 0.757
H -6.539 -3.533 0.965
H -5.773 -5.743 0.164
H -3.522 -5.994 -0.818
*
```

Properties
- Frontier orbital gap (spin up / spin down): 5.82 / 5.81 eV
- Energy above the lowest of the compared OMol25 structures with the same formula, charge and spin: 0.0 kcal/mol
- HOMO level (spin up / spin down): -10.172 / -10.172 eV

***

ORCA calculation (ωB97M-V with the def2-TZVPD basis set) on a structure of composition C17H29AuClNO2P2.

Geometry as ORCA input:
```
! wB97M-V def2-TZVPD RIJCOSX def2/J DEFGRID3
* xyz 0 3
C 3.377 -1.244 -2.080
C 2.388 -1.072 -1.098
N 1.161 -0.655 -1.446
C 0.794 -0.597 -2.737
C 1.709 -0.822 -3.778
C 3.039 -1.140 -3.446
C 2.721 -1.268 0.374
P 1.292 -1.134 1.511
Au -0.568 -0.471 0.200
P -1.603 0.449 -1.718
C -0.671 -0.296 -3.082
C -1.975 0.074 1.766
C -2.582 -1.047 2.298
C -3.562 -0.880 3.283
C -3.898 0.389 3.758
C -3.252 1.509 3.209
C -2.294 1.344 2.192
O 4.045 2.817 0.443
O 1.131 3.220 -1.581
H 4.388 -1.481 -1.774
H 1.383 -0.677 -4.812
H 3.763 -1.307 -4.231
C 1.176 -2.839 2.148
C 1.830 -0.072 2.879
H -0.709 0.349 -3.975
H -1.153 -1.266 -3.309
H 3.602 -0.681 0.704
H 3.059 -2.309 0.556
C -3.300 -0.152 -1.876
C -1.702 2.215 -2.024
H -2.306 -2.022 1.919
H -4.065 -1.751 3.685
H -4.650 0.523 4.538
H -3.498 2.506 3.579
H -1.802 2.219 1.737
H 0.128 0.892 0.874
H 0.880 3.718 -0.769
H 3.550 3.036 -0.371
H 4.861 2.402 0.092
H 1.342 2.334 -1.260
H 2.154 -3.123 2.572
H 0.413 -2.919 2.935
H 0.916 -3.511 1.317
H 2.595 -0.585 3.478
H 2.253 0.844 2.440
H 0.992 0.196 3.540
H -2.207 2.396 -2.987
H -2.275 2.687 -1.209
H -0.696 2.672 -2.074
H -3.711 0.194 -2.831
H -3.288 -1.246 -1.801
H -3.889 0.287 -1.064
Cl -1.289 -2.702 -0.690
*
```

Properties
- Expectation value of S²: 2.011
- Frontier orbital gap (spin up / spin down): 5.23 / 8.16 eV
- Energy above the lowest of the compared OMol25 structures with the same formula, charge and spin: 0.0 kcal/mol
- HOMO level (spin up / spin down): -4.989 / -8.095 eV

***

no.,E_tot (Eh),F_max (eV/Å)
1,-4689.3122,4.24
2,-3446.3660,1.14
3,-2148.9123,1.52